Here is an isolated molecule of C12H16N2O from OMol25. Energies are from ωB97M-V with the def2-TZVPD basis set.

Its LUMO energy is 0.78 eV. For the HOMO-LUMO gap, the calculation gives 9.069 eV. As for the SMILES: CN(C)[C@@H]1CC(=O)N(c2ccccc2)C1.

Last column: Mulliken charge in e.
Cartesian coordinates (Å):
C1 -3.59 1.33 -1.62  -0.98
N1 -2.41 1.06 -0.76  -0.01
C2 -2.73 0.53 0.58  -1.05
C3 -1.22 0.61 -1.47  0.05
C4 -1.13 -0.87 -1.69  -0.83
C5 -0.17 -1.37 -0.60  0.42
O1 -0.07 -2.55 -0.31  -0.65
N2 0.57 -0.31 -0.13  0.29
C6 1.71 -0.42 0.69  0.73
C7 2.76 0.49 0.51  -0.31
C8 3.93 0.38 1.30  -0.65
C9 4.11 -0.68 2.21  -0.43
C10 3.09 -1.60 2.36  -0.51
C11 1.89 -1.48 1.62  -0.42
C12 0.07 0.93 -0.65  -1.28
H1 -3.28 1.85 -2.54  0.33
H2 -4.30 1.98 -1.11  0.34
H3 -4.16 0.41 -1.87  0.32
H4 -1.87 0.47 1.18  0.34
H5 -3.21 -0.43 0.50  0.33
H6 -3.45 1.14 1.08  0.35
H7 -1.21 1.08 -2.46  0.55
H8 -0.67 -1.17 -2.68  0.32
H9 -2.10 -1.31 -1.60  0.32
H10 2.71 1.32 -0.22  0.21
H11 4.70 1.11 1.14  0.37
H12 5.03 -0.85 2.79  0.34
H13 3.22 -2.46 3.03  0.34
H14 1.10 -2.21 1.82  0.35
H15 0.83 1.38 -1.28  0.40
H16 -0.15 1.64 0.16  0.41